# 1
Here is 6 unconnected molecules or ions with the total composition C16H35N10O11 from OMol25. Energies are from ωB97M-V with the def2-TZVPD basis set.

Each line ends with the Mulliken charge.
Atoms and positions in Å:
C (2.646, 3.688, -2.966)  0.418
C (1.681, 3.013, -3.277)  -0.621
C (0.252, 2.375, -3.305)  -0.781
N (0.124, 1.385, -2.186)  0.229
C (-0.021, 2.036, -0.843)  -1.169
O (-1.329, 1.699, -0.372)  -0.112
C (-2.109, 2.862, -0.018)  -0.723
C (-1.815, 3.305, 1.501)  -0.220
C (-2.806, 2.397, 2.387)  -0.918
C (0.138, 0.066, -2.381)  0.507
N (0.229, -0.487, -3.670)  -0.583
C (0.179, -1.882, -3.576)  -0.309
N (0.074, -2.075, -2.185)  -0.357
N (0.073, -0.966, -1.420)  0.624
N (0.017, -0.928, -0.024)  -0.227
C (0.392, -2.224, 0.616)  -0.700
C (0.390, -1.978, 2.197)  -0.738
H (3.443, 4.413, -2.583)  0.300
H (-0.556, 3.149, -3.108)  0.322
H (0.029, 1.935, -4.312)  0.393
H (0.009, 3.169, -0.947)  0.669
H (0.820, 1.768, -0.142)  0.206
H (-3.196, 2.521, -0.008)  0.362
H (-2.047, 3.718, -0.752)  0.377
H (-2.076, 4.384, 1.696)  0.348
H (-0.751, 3.050, 1.809)  0.213
H (-3.879, 2.762, 2.300)  0.293
H (-2.803, 1.328, 1.991)  0.114
H (-2.541, 2.389, 3.479)  0.343
H (0.218, -2.690, -4.368)  0.591
H (0.008, -3.064, -1.935)  0.324
H (0.779, -0.282, 0.247)  0.257
H (-0.286, -3.063, 0.294)  0.375
H (1.456, -2.490, 0.315)  0.398
H (-0.537, -1.378, 2.467)  0.122
H (0.402, -3.005, 2.666)  0.441
H (1.304, -1.367, 2.447)  0.221
C (-2.352, -4.370, -5.295)  -0.645
N (-1.267, -5.349, -5.013)  0.912
O (-0.241, -4.927, -4.485)  -0.578
O (-1.474, -6.497, -5.326)  -0.486
H (-2.033, -3.385, -4.964)  0.239
H (-2.530, -4.377, -6.368)  0.294
H (-3.236, -4.693, -4.747)  0.279
C (-1.117, -1.659, 5.453)  -0.566
N (-2.053, -0.512, 5.331)  0.883
O (-2.603, -0.126, 6.340)  -0.534
O (-2.198, -0.043, 4.212)  -0.499
H (-1.082, -1.977, 6.492)  0.319
H (-1.494, -2.458, 4.817)  0.282
H (-0.138, -1.317, 5.122)  0.082
C (-3.817, -0.782, -0.024)  -0.407
N (-5.236, -0.350, -0.115)  0.946
O (-5.883, -0.336, 0.914)  -0.534
O (-5.645, -0.040, -1.220)  -0.558
H (-3.589, -1.026, 1.011)  0.229
H (-3.699, -1.658, -0.662)  0.384
H (-3.198, 0.045, -0.371)  -0.067
C (7.100, 3.749, -2.609)  -0.701
N (6.159, 4.893, -2.748)  0.820
O (5.605, 5.292, -1.734)  -0.509
O (6.010, 5.347, -3.865)  -0.470
H (7.134, 3.449, -1.565)  0.307
H (6.725, 2.939, -3.232)  0.282
H (8.078, 4.086, -2.946)  0.282
C (3.087, -2.443, 4.750)  -0.523
N (2.613, -1.256, 5.508)  0.864
O (2.090, -1.448, 6.590)  -0.491
O (2.783, -0.170, 4.983)  -0.518
H (2.873, -3.339, 5.328)  0.300
H (2.555, -2.458, 3.803)  0.061
H (4.159, -2.331, 4.598)  0.334

## Properties
- DFT total energy (eV) = -54556.246
- charge = +1
- HOMO level (eV) = -12.4053
- Kohn-Sham gap (Ha) = 0.3470

=====

# 2
Here is 6 unconnected molecules or ions with the total composition C16H35N4O8 from OMol25. Energies are from ωB97M-V with the def2-TZVPD basis set.

Each line ends with the Mulliken charge.
Atoms and positions in Å:
O (0.690, -0.170, -0.295)  0.155
C (0.729, 1.089, -0.754)  0.577
O (-0.323, 1.606, -1.161)  -0.750
O (1.810, 1.779, -0.727)  -0.725
H (-0.264, -0.266, -0.328)  -0.148
C (0.964, -1.714, -3.318)  -1.030
C (1.140, -3.038, -2.492)  0.827
O (2.157, -3.735, -2.530)  -0.620
C (0.126, -3.319, -1.417)  -0.642
H (1.911, -1.251, -3.599)  0.318
H (0.320, -0.936, -2.909)  0.160
H (0.504, -1.978, -4.270)  0.411
H (0.364, -2.624, -0.611)  -0.120
H (0.310, -4.350, -1.116)  0.335
H (-0.889, -3.251, -1.809)  0.388
C (0.863, 0.005, 3.113)  -0.794
C (2.048, 0.993, 3.203)  0.658
O (2.730, 1.176, 2.190)  -0.533
N (2.330, 1.460, 4.422)  -0.232
C (3.103, 2.648, 4.671)  -0.976
H (1.054, -0.763, 2.365)  -0.041
H (-0.080, 0.544, 3.018)  0.273
H (0.817, -0.683, 3.958)  0.461
H (1.838, 1.170, 5.255)  0.244
H (3.432, 3.167, 3.771)  0.335
H (3.951, 2.492, 5.338)  0.277
H (2.436, 3.355, 5.164)  0.346
C (7.475, -1.781, 0.455)  -0.996
C (6.151, -1.036, 0.311)  0.558
O (6.048, 0.161, 0.587)  -0.619
N (5.105, -1.799, -0.019)  -0.106
C (3.796, -1.248, 0.013)  -0.459
H (7.872, -1.683, 1.466)  0.255
H (8.199, -1.452, -0.289)  0.265
H (7.392, -2.861, 0.331)  0.299
H (5.298, -2.678, -0.477)  0.299
H (3.443, -0.861, 0.968)  -0.079
H (3.091, -2.013, -0.310)  0.152
H (3.682, -0.430, -0.698)  0.322
C (-2.810, -0.589, 0.666)  -0.913
C (-4.301, -0.716, 0.830)  0.547
O (-4.996, 0.260, 0.779)  -0.607
N (-4.784, -1.944, 1.128)  -0.199
C (-6.192, -2.196, 1.328)  -0.932
H (-2.275, -1.098, 1.468)  0.364
H (-2.547, 0.443, 0.898)  0.245
H (-2.504, -0.875, -0.341)  0.300
H (-4.241, -2.791, 1.215)  0.224
H (-6.838, -1.350, 1.091)  0.321
H (-6.312, -2.376, 2.396)  0.314
H (-6.554, -3.123, 0.885)  0.291
C (-4.236, 3.606, -4.693)  -0.991
C (-3.626, 3.801, -3.296)  0.630
O (-2.602, 4.543, -3.138)  -0.647
N (-4.216, 3.119, -2.288)  -0.174
C (-3.707, 3.070, -0.909)  -0.559
H (-4.730, 4.474, -5.129)  0.258
H (-4.919, 2.766, -4.823)  0.320
H (-3.422, 3.381, -5.382)  0.271
H (-5.112, 2.713, -2.516)  0.253
H (-3.316, 4.026, -0.560)  0.278
H (-2.872, 2.372, -0.836)  0.059
H (-4.510, 2.755, -0.243)  0.301

## Properties
- DFT total energy (eV) = -39501.992
- charge = -1
- HOMO level (eV) = -3.7177
- Kohn-Sham gap (Ha) = 0.2189

=====

# 3
Here is 3 unconnected molecules or ions with the total composition C16H35NO10S3 from OMol25. Energies are from ωB97M-V with the def2-TZVPD basis set.

Each line ends with the Mulliken charge.
Atoms and positions in Å:
C (-1.291, 0.954, 2.449)  -0.621
C (-2.448, 1.892, 2.229)  0.376
O (-3.162, 2.255, 3.124)  -0.546
N (-2.676, 2.352, 0.886)  -0.300
C (-3.263, 1.319, 0.011)  -0.849
C (-2.590, 1.314, -1.362)  -0.336
C (-2.794, 2.638, -2.101)  -0.662
C (-1.974, 2.828, -3.384)  -1.073
C (-0.588, 3.474, -3.219)  1.079
C (0.016, 3.680, -4.620)  -1.145
C (1.474, 4.160, -4.579)  -0.730
S (2.397, 2.982, -3.652)  1.207
O (2.122, 1.686, -4.223)  -0.564
O (3.760, 3.370, -3.486)  -0.701
O (1.673, 3.089, -2.257)  -0.405
C (0.292, 2.645, -2.293)  -0.444
H (-0.366, 1.539, 2.442)  0.330
H (-1.218, 0.245, 1.623)  0.336
H (-1.400, 0.428, 3.392)  0.038
H (-1.777, 2.623, 0.498)  0.299
H (-4.327, 1.519, -0.140)  0.318
H (-3.146, 0.329, 0.463)  0.448
H (-3.003, 0.499, -1.962)  0.458
H (-1.534, 1.072, -1.201)  0.051
H (-3.849, 2.656, -2.393)  0.381
H (-2.663, 3.503, -1.446)  0.388
H (-2.531, 3.528, -4.014)  0.397
H (-1.875, 1.896, -3.948)  0.392
H (-0.719, 4.461, -2.760)  0.127
H (-0.020, 2.739, -5.172)  0.399
H (-0.588, 4.424, -5.143)  0.454
H (1.923, 4.244, -5.566)  0.391
H (1.512, 5.114, -4.049)  0.357
H (-0.063, 2.768, -1.270)  0.011
H (0.249, 1.577, -2.511)  0.223
C (-0.424, -4.706, 6.106)  -0.969
C (-1.771, -4.141, 5.706)  -0.330
O (-2.182, -3.027, 6.535)  -0.307
S (-1.477, -1.627, 6.287)  1.219
C (-2.586, -0.641, 7.229)  -0.966
O (-1.595, -1.297, 4.898)  -0.628
O (-0.189, -1.620, 6.908)  -0.627
H (0.379, -3.996, 5.918)  0.294
H (-0.223, -5.611, 5.532)  0.385
H (-0.411, -4.950, 7.168)  0.266
H (-1.784, -3.832, 4.660)  0.305
H (-2.554, -4.884, 5.842)  0.268
H (-3.566, -0.670, 6.763)  0.316
H (-2.189, 0.372, 7.222)  0.374
H (-2.618, -1.028, 8.244)  0.346
C (4.909, -4.901, -2.120)  -0.982
C (5.204, -3.431, -1.906)  -0.369
O (4.350, -2.566, -2.686)  -0.265
S (2.850, -2.374, -2.196)  1.228
C (2.449, -1.002, -3.217)  -0.917
O (2.868, -1.975, -0.820)  -0.660
O (2.074, -3.513, -2.587)  -0.630
H (3.927, -5.171, -1.736)  0.302
H (5.657, -5.503, -1.604)  0.387
H (4.929, -5.144, -3.182)  0.263
H (5.127, -3.154, -0.853)  0.337
H (6.212, -3.191, -2.237)  0.271
H (3.065, -0.160, -2.931)  0.312
H (1.397, -0.780, -3.056)  0.312
H (2.620, -1.277, -4.254)  0.383

## Properties
- DFT total energy (eV) = -71629.416
- charge = 0
- HOMO level (eV) = -9.5510
- Kohn-Sham gap (Ha) = 0.3682
- SMILES = CC(=O)NCCCC[C@@H]1CCS(=O)(=O)OC1.CCOS(C)(=O)=O.CCOS(C)(=O)=O